{
  "formula": "C33H92N10O9",
  "method": "ωB97M-V with the def2-TZVPD basis set",
  "symbols": ["C", "C", "C", "O", "C", "N", "H", "H", "H", "H", "H", "H", "H", "H", "H", "H", "H", "C", "C", "C", "O", "C", "N", "H", "H", "H", "H", "H", "H", "H", "H", "H", "H", "H", "C", "C", "C", "O", "C", "N", "H", "H", "H", "H", "H", "H", "H", "H", "H", "H", "H", "C", "C", "C", "O", "C", "N", "H", "H", "H", "H", "H", "H", "H", "H", "H", "H", "H", "C", "C", "C", "O", "C", "N", "H", "H", "H", "H", "H", "H", "H", "H", "H", "H", "H", "C", "C", "C", "O", "C", "N", "H", "H", "H", "H", "H", "H", "H", "H", "H", "H", "H", "C", "C", "C", "O", "C", "N", "H", "H", "H", "H", "H", "H", "H", "H", "H", "H", "H", "C", "C", "C", "O", "C", "N", "H", "H", "H", "H", "H", "H", "H", "H", "H", "H", "H", "C", "O", "N", "N", "H", "H", "H", "H"],
  "xyz": [[-0.3748, 8.9192, -1.2348], [-0.8271, 8.4986, -2.6747], [-0.0017, 8.8053, -3.8783], [-0.3176, 8.1820, -5.1381], [0.6964, 8.2966, -6.1607], [-1.2540, 7.0960, -2.5440], [0.6298, 8.5358, -1.0564], [-0.9876, 8.5821, -0.3988], [-0.3028, 10.0056, -1.2872], [-1.7976, 8.9347, -2.9115], [0.9975, 8.4546, -3.6199], [-0.0043, 9.8859, -4.0211], [1.1387, 9.2870, -6.2684], [0.0804, 8.1553, -7.0488], [1.4690, 7.5318, -6.0811], [-2.0906, 7.0099, -1.9847], [-1.3835, 6.7148, -3.4703], [7.8322, 0.0701, 7.6003], [7.6338, -0.5055, 6.1820], [6.2329, -0.8827, 5.8550], [5.6342, -1.8839, 6.6611], [4.1842, -2.0740, 6.3967], [8.1072, 0.4882, 5.2580], [7.3560, -0.5582, 8.3530], [7.3770, 1.0115, 7.9081], [8.8809, 0.0906, 7.8965], [8.2161, -1.4246, 6.1162], [6.2577, -1.3660, 4.8784], [5.6310, 0.0261, 5.8467], [3.7993, -2.8876, 7.0115], [3.9521, -2.5621, 5.4501], [3.4900, -1.2692, 6.6387], [8.6920, 1.1185, 5.7878], [7.2684, 1.0358, 5.1289], [2.3016, -0.2265, -6.6399], [1.9735, 1.1486, -7.2922], [2.2172, 1.1916, -8.8395], [2.0785, 2.6149, -9.3267], [2.4235, 2.8082, -10.6070], [0.5458, 1.4455, -7.1145], [3.3516, -0.4416, -6.8382], [1.7503, -1.0199, -7.1446], [1.9410, -0.2340, -5.6114], [2.4731, 1.9607, -6.7640], [1.4640, 0.6161, -9.3776], [3.1447, 0.6948, -9.1241], [2.6311, 3.8489, -10.8557], [1.7350, 2.3845, -11.3381], [3.3802, 2.3031, -10.7398], [0.4270, 1.4692, -6.1118], [0.3556, 2.3709, -7.4718], [-10.3361, -3.1972, -1.6110], [-9.4887, -1.9622, -2.0547], [-8.1096, -1.8185, -1.3501], [-7.3247, -0.6382, -1.6756], [-8.0248, 0.6067, -1.5436], [-9.1991, -1.9172, -3.5088], [-11.3013, -3.3333, -2.0987], [-10.4731, -3.2212, -0.5299], [-9.8011, -4.1022, -1.8989], [-9.9692, -1.0639, -1.6670], [-7.4806, -2.6830, -1.5624], [-8.1859, -1.7387, -0.2657], [-8.8240, 0.6335, -2.2842], [-7.3878, 1.4561, -1.7904], [-8.3033, 0.7617, -0.5012], [-8.5135, -2.6559, -3.5753], [-8.6960, -1.0434, -3.5679], [-1.3438, 4.3788, 7.8157], [-0.6855, 4.2808, 6.4046], [0.8419, 3.7847, 6.3769], [1.5554, 4.8671, 6.8532], [2.8987, 5.0853, 6.4405], [-1.5847, 3.4903, 5.5486], [-1.2679, 3.4764, 8.4223], [-2.3586, 4.7587, 7.6974], [-0.7446, 5.1322, 8.3268], [-0.6337, 5.2997, 6.0209], [1.1308, 3.4453, 5.3822], [1.2012, 2.9492, 6.9777], [3.2759, 5.8048, 7.1672], [2.9548, 5.5031, 5.4353], [3.3422, 4.0949, 6.3376], [-1.5118, 2.5251, 5.8369], [-1.1479, 3.4385, 4.6395], [1.4701, -7.7064, -1.1137], [2.0589, -7.6108, 0.2675], [3.4539, -7.0118, 0.3455], [3.4097, -5.6455, -0.2450], [4.7030, -5.2113, -0.5954], [1.0954, -6.9635, 1.1019], [1.2673, -6.7549, -1.6053], [0.5129, -8.2046, -0.9603], [2.1538, -8.2146, -1.7937], [2.2200, -8.6689, 0.4740], [4.1892, -7.6544, -0.1386], [3.9180, -7.0986, 1.3280], [4.7792, -4.1989, -0.9919], [5.1510, -5.8489, -1.3575], [5.3632, -5.2656, 0.2702], [0.9131, -5.9949, 0.8814], [0.2028, -7.1768, 0.6801], [-8.9869, -10.5071, 4.8277], [-8.9661, -9.3257, 3.7766], [-7.6252, -9.0791, 3.0632], [-6.4601, -9.0851, 3.8177], [-6.2679, -7.8595, 4.4984], [-10.0413, -9.6879, 2.8672], [-8.4762, -10.4044, 5.7851], [-8.4427, -11.4044, 4.5333], [-10.0247, -10.7789, 5.0206], [-9.2385, -8.4157, 4.3112], [-7.7034, -8.1661, 2.4729], [-7.5250, -9.8769, 2.3274], [-5.8444, -6.9466, 4.0796], [-5.5519, -7.9766, 5.3119], [-7.1683, -7.5101, 5.0037], [-10.5098, -8.9815, 2.3181], [-9.9784, -10.5625, 2.3660], [6.0747, 3.6681, -1.1423], [5.4729, 4.5949, -2.2780], [6.3107, 4.3033, -3.5771], [5.7531, 4.9922, -4.7747], [6.5063, 4.7138, -5.9496], [4.1374, 4.2590, -2.6231], [6.0119, 2.6171, -1.4243], [5.4725, 3.6954, -0.2342], [7.1085, 3.8344, -0.8396], [5.4038, 5.5981, -1.8575], [6.4377, 3.2632, -3.8774], [7.3336, 4.6288, -3.3878], [6.2038, 3.7196, -6.2784], [7.5782, 4.7671, -5.7593], [6.1892, 5.4756, -6.6618], [4.2375, 4.7196, -3.5164], [3.3944, 4.8919, -2.3635], [-0.4922, -0.6636, 1.0158], [-0.9260, -1.6693, 1.6737], [-1.2538, 0.2171, 0.4415], [0.6815, -0.4725, 0.7859], [-2.2500, 0.0774, 0.3513], [-0.6763, 0.9374, 0.0320], [1.2791, -1.2705, 0.9477], [1.0484, 0.2462, 0.1784]],
  "atomic_forces_ev_per_a": [[1.0436, 0.8433, -2.0409], [-3.8196, -1.2935, 1.3379], [2.3756, -0.3450, -0.4091], [-0.2438, 0.2134, 0.8933], [-1.4644, -0.0087, 0.1667], [1.5461, -0.9623, -0.5633], [0.0900, -0.0807, -0.0120], [-0.3958, 0.0333, -0.5355], [-0.0070, 0.1641, 0.6487], [-0.0825, 1.2565, 0.3329], [0.6192, 0.2877, -0.0783], [0.2116, 0.1657, 0.0750], [0.0424, 0.1611, 0.4809], [0.4633, -0.2702, -0.2613], [-0.0006, -0.0119, 0.1609], [-0.0120, 0.0844, -0.2235], [-0.3484, -0.2534, 0.0309], [-0.5936, -1.2879, 1.3813], [0.8991, -0.1556, 2.5478], [-1.2268, -0.8392, -0.9361], [-1.9732, 0.0977, 0.6890], [0.9436, -1.2407, 0.5728], [-0.3862, 0.3540, -0.9542], [0.0868, -0.6339, -0.0105], [-0.0202, 0.5270, -1.0457], [0.1311, 0.1278, -0.2904], [0.3071, -0.0084, 0.0174], [-0.0380, 0.6972, -0.6972], [-0.3698, 0.1638, -0.1084], [0.7263, 0.0154, 0.8127], [0.5001, 0.8477, -0.7868], [0.6413, 0.6710, -0.3395], [0.4137, 0.0317, -0.1679], [-0.0511, 0.6327, -0.6907], [-0.4629, 0.8155, -1.4960], [-0.8256, -0.0807, -1.0911], [-0.4553, 1.3558, 0.2352], [-0.6303, -1.8571, 3.8318], [1.6597, -0.5607, -2.0813], [-0.0607, -0.6452, 0.2586], [0.1192, -0.0312, 0.7963], [-0.2110, 0.0633, -0.1547], [0.6522, 0.0216, 0.1310], [1.0122, -0.1451, -0.3669], [-0.4300, -0.0568, 0.3190], [0.6364, 0.7061, -0.0366], [-0.4296, 0.1923, 0.3327], [-0.3503, -0.0070, -0.1398], [0.3966, -0.1236, -0.6726], [-0.5574, 0.2032, 0.1731], [-0.0493, 0.1648, -0.0279], [1.1877, 0.1351, -0.3855], [0.3821, 0.1509, 0.7732], [0.1187, 0.2772, 1.0587], [-0.3838, -0.0691, -0.8372], [0.5054, -0.6555, -0.1931], [-1.1045, 0.0588, 1.2615], [-0.0048, 0.7162, -0.0781], [0.0084, 0.0900, -0.0154], [0.2640, -0.1715, 0.1548], [-0.7299, 0.1111, -0.7687], [0.2045, 0.0954, -0.1820], [-0.5206, -0.4391, 0.3224], [-0.5049, 0.2344, 0.4738], [0.5109, -0.4047, -0.1181], [-0.6668, -0.0726, -0.0137], [0.3407, -0.0814, -0.7151], [0.3993, 0.0283, -0.7344], [1.5024, 0.6697, -0.7414], [0.1669, -1.4607, 0.7102], [-0.8900, 0.1546, 0.1982], [0.5278, 1.9428, 0.2205], [-1.3453, -0.6755, -0.3054], [0.7628, 0.0197, -0.1467], [-0.2913, -0.1857, -0.2913], [0.0233, -0.2895, 0.1243], [-0.1731, 0.0946, 0.3463], [0.0190, -0.0633, -0.1741], [-0.1456, 0.5525, -0.7005], [-1.0199, -0.6541, 0.5324], [0.5912, -0.4981, -0.1214], [-0.1732, 0.3488, -0.1640], [0.8985, 0.1174, 0.6199], [-0.3350, -0.3282, 0.4322], [-0.1199, 0.2431, -0.5469], [0.4166, 0.3673, -1.0792], [1.0159, 0.3582, -1.1011], [-0.0735, 1.0307, -0.8761], [0.3059, -1.4458, 0.7550], [0.6912, -0.4212, 0.2082], [-1.4591, 0.2188, 1.0819], [0.0115, 0.2885, 0.3371], [0.0943, -0.3972, -0.6093], [-0.2905, -0.5102, -0.1009], [-0.2387, -0.0963, 1.1035], [-0.2102, 0.0426, -1.2353], [-0.6349, 1.0508, 0.7341], [-0.7768, 0.0906, 0.1781], [-0.0364, -0.2910, -0.1976], [0.1688, 0.0996, 0.2090], [1.6577, 0.9869, 0.1007], [-0.6414, -1.3495, 0.5027], [0.7698, 0.0578, 0.0515], [-0.1736, -1.3480, 1.1729], [-0.7589, -0.7263, -1.0763], [0.7150, 1.1189, 0.5348], [0.1799, 0.3277, 2.0068], [-0.5354, 0.5354, -0.3179], [-0.1123, 1.0598, 0.1466], [-0.2185, -0.1339, -0.9904], [0.1068, 0.1061, -0.0334], [-0.3097, 0.0205, -0.0433], [-0.0844, 0.3270, -0.0408], [0.1196, -0.2183, -0.0206], [-0.1081, -0.3374, -1.6944], [0.0007, -0.7830, 0.1096], [-0.3841, -0.2043, -0.0554], [0.4299, 0.0627, 0.0944], [0.3650, 0.1358, 0.1538], [-0.7170, -0.1517, -0.3615], [1.7539, -1.4946, 1.5737], [0.1165, 1.6814, -0.6180], [0.8512, -0.1813, 2.0547], [-0.8889, 0.0614, 0.6492], [-1.4933, -0.2517, -1.9122], [-0.0069, -0.0386, -0.4206], [-0.1330, 0.4449, 0.0092], [0.0254, 0.4562, -0.2929], [1.3036, 0.5036, -0.5545], [-0.6903, -0.4110, 0.6134], [0.1715, 0.4611, -0.1704], [0.3372, -0.1305, -0.4102], [0.0874, 0.0205, -0.1108], [0.2308, -0.1992, -0.1710], [-1.0232, -0.8666, -1.5597], [0.0347, 0.0825, 1.6802], [-8.8803, -5.8293, 3.7123], [0.7165, 1.9069, -1.1943], [-2.3164, 2.5869, -1.1243], [11.5294, 0.4167, -1.3064], [0.3930, 0.4419, 0.0403], [-1.5684, 0.4249, -0.4978], [0.2258, 0.3566, 0.2342], [-0.0882, -0.3057, 0.1260]],
  "homo_energy_ev": -8.773,
  "max_force_ev_per_a": 11.611,
  "smiles": "COC[C@H](C)N.COC[C@H](C)N.COC[C@H](C)N.COC[C@H](C)N.COC[C@H](C)N.COC[C@H](C)N.COC[C@H](C)N.COC[C@H](C)N.NC(N)=O",
  "total_charge": 0,
  "homo_lumo_gap_ev": 8.858,
  "e_tot_ev": -69030.3258,
  "mol_weight_da": 773.16,
  "de_lowest_ev": 8.879
}